A structure of composition C37H34BiN3O2S2Te, computed with the ωB97M-V functional and the def2-TZVPD basis.

Output
Highest occupied orbital energy (alpha / beta): -8.23 / -9.91 eV
Molar mass: 953.41 g mol⁻¹
LUMO (alpha / beta): -0.09166 / -0.11938 Ha
⟨S²⟩: 0.7572
Relative energy (zero: lowest compared OMol25 entry of this formula, charge and spin): 19.5 kcal/mol

```
! RIJCOSX wB97M-V def2-TZVPD def2/J DEFGRID3
* xyz 1 2
Bi 1.063 -0.915 -1.378
S 1.841 -5.350 0.019
C 3.296 -4.501 0.437
C 4.444 -4.982 1.062
C 5.475 -4.095 1.290
C 5.375 -2.750 0.906
C 4.240 -2.271 0.289
C 3.195 -3.163 0.055
N 1.975 -2.859 -0.540
C 1.186 -3.895 -0.625
C -0.131 -3.740 -1.241
C -1.016 -4.810 -1.376
C -2.243 -4.611 -1.972
C -2.582 -3.338 -2.432
C -1.706 -2.278 -2.295
C -0.457 -2.456 -1.696
H 4.527 -6.018 1.362
H 6.377 -4.444 1.773
H 6.203 -2.082 1.099
H 4.159 -1.233 -0.010
H -0.743 -5.795 -1.015
H -2.937 -5.432 -2.082
H -3.546 -3.186 -2.902
H -1.979 -1.293 -2.650
O -0.462 0.751 -2.524
S -1.224 1.867 -3.186
C -1.621 1.306 -4.872
C -3.003 0.667 -4.835
C -3.817 1.543 -3.888
C -2.958 1.712 -2.640
H -0.802 0.654 -5.173
H -1.609 2.198 -5.502
H -2.936 -0.349 -4.441
H -3.436 0.604 -5.833
H -4.783 1.106 -3.634
H -4.009 2.514 -4.349
H -2.948 0.818 -2.014
H -3.212 2.565 -2.016
O 1.626 1.914 1.398
N 2.297 2.225 0.348
C 3.649 2.168 0.343
C 4.365 2.481 -0.792
C 3.705 2.858 -1.951
C 2.319 2.915 -1.927
C 1.634 2.601 -0.776
H 4.074 1.869 1.289
H 5.444 2.428 -0.752
H 4.254 3.104 -2.848
H 1.751 3.202 -2.801
H 0.560 2.606 -0.656
N -1.857 2.529 0.401
C -2.213 3.613 0.545
C -2.656 4.965 0.724
C -2.334 5.924 -0.236
C -2.777 7.225 -0.071
C -3.534 7.565 1.041
C -3.850 6.609 1.996
C -3.414 5.304 1.844
H -1.739 5.647 -1.096
H -2.529 7.977 -0.809
H -3.880 8.583 1.166
H -4.436 6.880 2.864
H -3.651 4.550 2.582
C 1.452 -0.977 2.841
Te -0.210 -0.237 1.727
C -1.019 -2.166 2.206
C -0.387 -2.519 3.529
C -0.980 -3.388 4.434
C -0.353 -3.686 5.636
C 0.875 -3.116 5.935
C 1.473 -2.244 5.036
C 0.847 -1.937 3.835
H 1.959 -0.134 3.301
H 2.147 -1.480 2.163
H -0.723 -2.875 1.427
H -2.106 -2.132 2.240
H -1.941 -3.831 4.200
H -0.827 -4.354 6.343
H 1.361 -3.338 6.876
H 2.428 -1.791 5.276
*
```



A structure of composition C24H33CsN3PSe2 at a distorted geometry, computed with the ωB97M-V functional and the def2-TZVPD basis.

Output
Highest occupied orbital energy: -7.26 eV
Molar mass: 685.35 g mol⁻¹
LUMO: 0.00261 Ha
Relative energy (zero: lowest compared OMol25 entry of this formula, charge and spin): 9.8 kcal/mol

```
! RIJCOSX wB97M-V def2-TZVPD def2/J DEFGRID3
* xyz 0 1
Cs 1.250 -0.303 0.167
C 2.039 1.012 4.501
N 1.725 0.062 3.444
C 0.865 -1.002 3.937
C 2.939 -0.465 2.846
C 3.695 0.628 2.082
N 4.328 0.116 0.873
C 5.386 -0.831 1.202
C 4.860 1.210 0.075
H 2.734 0.590 5.245
H 1.122 1.302 5.011
H 2.487 1.913 4.079
H 1.351 -1.618 4.711
H 0.558 -1.652 3.115
H -0.035 -0.556 4.361
H 2.655 -1.241 2.133
H 3.589 -0.931 3.606
H 4.437 1.117 2.734
H 2.966 1.388 1.789
H 6.123 -0.402 1.899
H 5.905 -1.128 0.292
H 4.962 -1.727 1.657
H 5.647 1.772 0.602
H 4.060 1.906 -0.185
H 5.284 0.809 -0.846
Se -1.288 -2.051 0.455
P -2.260 -0.132 0.497
Se -1.104 1.670 0.549
C -3.365 -0.128 -0.955
C -3.133 0.706 -2.039
C -3.933 0.606 -3.170
C -4.967 -0.317 -3.211
C -5.207 -1.144 -2.121
C -4.404 -1.056 -0.996
C -3.402 -0.078 1.919
C -4.439 0.851 1.924
C -5.272 0.948 3.027
C -5.067 0.129 4.129
C -4.030 -0.793 4.126
C -3.201 -0.901 3.019
H -2.334 1.436 -1.981
H -3.751 1.259 -4.014
H -5.595 -0.390 -4.091
H -6.014 -1.866 -2.149
H -4.564 -1.708 -0.146
H -4.580 1.495 1.064
H -6.081 1.668 3.027
H -5.718 0.208 4.991
H -3.870 -1.439 4.980
H -2.404 -1.633 2.989
C 1.307 0.084 -7.093
C 1.352 0.065 -5.592
C 2.431 0.583 -4.884
C 2.421 0.527 -3.500
N 1.430 -0.004 -2.790
C 0.391 -0.490 -3.467
C 0.308 -0.479 -4.848
H 2.203 0.545 -7.506
H 0.436 0.639 -7.442
H 1.228 -0.932 -7.480
H 3.271 1.025 -5.405
H 3.255 0.926 -2.930
H -0.416 -0.913 -2.872
H -0.563 -0.891 -5.343
*
```



A structure of composition C7H20ClORuSiTi at a distorted geometry, computed with the ωB97M-V functional and the def2-TZVPD basis.

Output
Highest occupied orbital energy (alpha / beta): -1.78 / -5.15 eV
Molar mass: 332.71 g mol⁻¹
LUMO (alpha / beta): 0.11417 / 0.08898 Ha
⟨S²⟩: 12.0183

```
! RIJCOSX wB97M-V def2-TZVPD def2/J DEFGRID3
* xyz -1 7
Ti 0.080 -0.500 -0.248
Cl -0.004 1.588 -1.184
C -1.810 -1.164 -0.255
H -2.020 -2.044 0.368
H -2.058 -1.401 -1.294
H -2.431 -0.309 0.065
Ru 0.437 0.221 -3.072
C -1.163 0.633 -4.276
C 2.113 1.139 -3.829
C 0.802 -1.166 -4.243
H 3.000 0.795 -3.269
H 2.266 0.857 -4.891
H 2.034 2.238 -3.746
H -2.009 -0.017 -4.014
H -1.465 1.686 -4.189
H -0.902 0.408 -5.330
H 0.028 -1.728 -4.807
H 1.829 -1.486 -4.525
C -1.411 0.924 3.784
Si 0.095 -0.019 3.191
C 1.564 0.907 3.942
C 0.084 -1.709 3.929
O 0.292 -0.275 1.518
H -1.436 0.944 4.887
H -2.333 0.426 3.463
H -1.461 1.959 3.431
H 1.500 0.883 5.047
H 2.532 0.445 3.674
H 1.629 1.970 3.655
H -0.802 -2.249 3.601
H 0.946 -2.283 3.597
H 0.075 -1.672 5.022
*
```



An isolated molecule of C3H5NO2, computed with the ωB97M-V functional and the def2-TZVPD basis.

Output
Highest occupied orbital energy: -10.20 eV
Molar mass: 87.08 g mol⁻¹
LUMO: 0.02457 Ha
SMILES: CC(=O)NC=O
Relative energy (zero: lowest compared OMol25 entry of this formula, charge and spin): 0.0 kcal/mol

```
! RIJCOSX wB97M-V def2-TZVPD def2/J DEFGRID3
* xyz 0 1
C 1.078 -1.172 -0.639
C -0.224 -0.601 -0.128
O -1.264 -1.217 -0.059
N -0.130 0.733 0.267
C -1.199 1.465 0.760
O -1.099 2.621 1.093
H 1.422 -0.606 -1.512
H 0.934 -2.215 -0.918
H 1.851 -1.105 0.134
H 0.752 1.223 0.198
H -2.123 0.873 0.804
*
```



A cluster of 6 separate species, C18H36O18 in total at a distorted geometry, computed with the ωB97M-V functional and the def2-TZVPD basis.

Output
Highest occupied orbital energy: -10.61 eV
Molar mass: 540.47 g mol⁻¹
LUMO: 0.02033 Ha
SMILES: COC(=O)OC.COC(=O)OC.COC(=O)OC.COC(=O)OC.COC(=O)OC.COC(=O)OC
Relative energy (zero: lowest compared OMol25 entry of this formula, charge and spin): 36.0 kcal/mol

```
! RIJCOSX wB97M-V def2-TZVPD def2/J DEFGRID3
* xyz 0 1
C 19.486 10.312 8.644
O 18.812 10.538 9.943
C 18.660 9.407 10.627
O 18.894 8.250 10.253
O 18.149 9.740 11.817
C 17.817 8.518 12.580
H 20.336 9.639 8.880
H 19.868 11.248 8.326
H 18.734 9.865 8.023
H 18.725 8.216 13.062
H 17.278 7.733 12.004
H 17.166 8.935 13.319
C 16.032 5.597 10.397
O 14.808 5.602 11.329
C 13.645 5.809 10.718
O 13.505 6.104 9.569
O 12.682 5.645 11.585
C 11.364 6.059 11.255
H 16.032 6.456 9.716
H 16.001 4.676 9.772
H 16.927 5.546 10.999
H 10.746 5.750 12.074
H 11.123 5.669 10.313
H 11.348 7.158 11.202
C 21.060 6.010 11.838
O 19.971 5.110 11.525
C 20.223 4.034 10.786
O 21.252 3.794 10.220
O 19.038 3.321 10.737
C 19.083 2.147 9.900
H 22.012 5.562 11.469
H 21.088 5.973 12.882
H 20.870 6.963 11.423
H 20.013 1.617 10.017
H 19.050 2.378 8.815
H 18.277 1.431 10.165
C 21.527 10.402 5.467
O 22.081 11.679 5.762
C 23.138 11.756 6.591
O 23.939 10.873 6.845
O 23.349 13.042 6.887
C 24.592 13.309 7.665
H 22.324 9.708 5.398
H 20.886 10.476 4.614
H 20.821 10.145 6.290
H 24.750 12.673 8.518
H 24.610 14.390 7.857
H 25.402 13.119 7.010
C 16.866 7.036 6.965
O 17.864 6.051 7.569
C 19.061 6.601 7.515
O 19.339 7.652 7.023
O 19.933 5.708 8.040
C 21.294 6.235 8.160
H 17.351 7.380 6.050
H 16.744 7.931 7.587
H 15.938 6.495 6.745
H 21.381 6.979 7.383
H 21.969 5.456 8.143
H 21.462 6.665 9.173
C 21.744 11.668 11.482
O 22.566 10.887 12.418
C 22.166 9.741 12.800
O 21.126 9.220 12.625
O 23.142 9.270 13.612
C 22.787 7.950 14.100
H 21.545 12.608 11.947
H 20.825 11.124 11.235
H 22.278 11.943 10.547
H 21.843 7.941 14.651
H 23.575 7.713 14.786
H 22.817 7.210 13.327
*
```



An isolated molecule of C23H25N5O at a distorted geometry, computed with the ωB97M-V functional and the def2-TZVPD basis.

Output
Highest occupied orbital energy: -8.24 eV
Molar mass: 387.49 g mol⁻¹
LUMO: -0.01277 Ha
SMILES: CCCn1cnc2c(c1=O)c1nc3ccccc3nc1n2CCC1=CCCCC1
Relative energy (zero: lowest compared OMol25 entry of this formula, charge and spin): 0.0 kcal/mol

```
! RIJCOSX wB97M-V def2-TZVPD def2/J DEFGRID3
* xyz 0 1
C 3.306 1.231 -4.501
C 2.554 -0.025 -4.922
C 1.043 0.199 -5.028
N 0.460 0.510 -3.737
C 0.259 1.783 -3.365
N -0.206 2.186 -2.227
C -0.506 1.194 -1.362
C -0.352 -0.171 -1.627
C 0.173 -0.606 -2.885
O 0.387 -1.728 -3.283
C -0.774 -0.853 -0.444
N -0.826 -2.118 -0.117
C -1.283 -2.379 1.126
C -1.354 -3.721 1.553
C -1.816 -4.024 2.802
C -2.231 -3.006 3.678
C -2.177 -1.694 3.300
C -1.701 -1.345 2.021
N -1.644 -0.036 1.677
C -1.178 0.186 0.478
N -1.019 1.404 -0.119
C -1.112 2.674 0.552
C 0.279 3.122 1.035
C 0.891 2.067 1.917
C 1.672 1.116 1.422
C 2.258 0.000 2.229
C 2.187 0.296 3.724
C 0.794 0.800 4.079
C 0.525 2.126 3.373
H 3.145 2.035 -5.218
H 2.980 1.572 -3.521
H 4.373 1.029 -4.450
H 2.913 -0.359 -5.897
H 2.735 -0.827 -4.206
H 0.570 -0.721 -5.381
H 0.823 1.015 -5.720
H 0.507 2.547 -4.090
H -1.032 -4.483 0.860
H -1.869 -5.053 3.127
H -2.594 -3.271 4.660
H -2.492 -0.899 3.958
H -1.521 3.407 -0.147
H -1.789 2.537 1.397
H 0.905 3.293 0.157
H 0.173 4.062 1.579
H 1.907 1.103 0.364
H 3.294 -0.171 1.923
H 1.704 -0.919 2.005
H 2.924 1.061 3.978
H 2.424 -0.605 4.293
H 0.699 0.928 5.159
H 0.055 0.067 3.756
H -0.531 2.388 3.472
H 1.106 2.925 3.848
*
```



A cluster of 2 separate species, C6H14O in total at a distorted geometry, computed with the ωB97M-V functional and the def2-TZVPD basis.

Output
Highest occupied orbital energy: -8.08 eV
Molar mass: 102.18 g mol⁻¹
LUMO: 0.02727 Ha
SMILES: C/C=C(\C)CC.O
Relative energy (zero: lowest compared OMol25 entry of this formula, charge and spin): 67.1 kcal/mol

```
! RIJCOSX wB97M-V def2-TZVPD def2/J DEFGRID3
* xyz 0 1
C -1.898 -0.003 0.685
C -0.839 0.940 0.465
C 0.561 0.536 0.544
C 0.767 -0.870 -0.005
C 1.660 1.475 0.835
C 2.439 1.873 -0.410
H -1.880 -0.456 1.796
H -2.070 -0.773 -0.104
H -2.850 0.490 0.802
H -0.983 1.990 0.554
H 1.841 -0.920 -0.042
H 0.366 -1.544 0.760
H 0.447 -1.180 -0.956
H 1.313 2.450 1.298
H 2.191 0.983 1.620
H 3.139 2.854 -0.260
H 3.115 1.036 -0.835
H 1.845 2.253 -1.325
O -2.840 -3.990 -1.663
H -2.551 -3.077 -1.980
H -3.773 -4.066 -1.780
*
```



A cluster of 9 separate species, C6H29NO9 in total at a distorted geometry, computed with the ωB97M-V functional and the def2-TZVPD basis.

Output
Highest occupied orbital energy: -9.94 eV
Molar mass: 259.30 g mol⁻¹
LUMO: 0.00521 Ha
SMILES: CCCNC(=O)CC.O.O.O.O.O.O.O.O
Relative energy (zero: lowest compared OMol25 entry of this formula, charge and spin): 69.2 kcal/mol

```
! RIJCOSX wB97M-V def2-TZVPD def2/J DEFGRID3
* xyz 0 1
C 0.615 2.700 -2.571
C -0.131 3.066 -1.306
C -0.296 2.021 -0.193
N -0.280 0.640 -0.686
C -1.374 -0.047 -1.016
O -1.401 -1.187 -1.500
C -2.795 0.509 -0.693
C -3.333 0.969 -2.031
H 1.570 3.189 -2.710
H 0.910 1.641 -2.771
H -0.122 2.839 -3.371
H 0.173 4.014 -0.834
H -1.154 3.219 -1.637
H 0.329 2.149 0.703
H -1.271 2.168 0.246
H 0.592 0.123 -0.691
H -2.826 1.338 0.022
H -3.438 -0.209 -0.201
H -2.648 1.661 -2.596
H -4.416 1.266 -2.113
H -3.262 0.182 -2.799
O 1.361 -1.742 3.503
H 1.750 -2.345 2.844
H 1.677 -0.854 3.280
O -0.065 -3.684 0.672
H -0.566 -2.977 0.257
H -0.604 -4.413 0.984
O -1.011 1.741 2.463
H -1.044 0.801 2.221
H -0.842 2.090 3.331
O 2.619 0.834 2.051
H 3.205 0.087 1.835
H 2.645 1.114 1.122
O 2.411 -2.529 1.181
H 1.814 -2.447 0.384
H 2.190 -3.480 1.111
O 3.172 -0.617 -0.402
H 2.661 -0.900 -1.176
H 3.580 -1.480 -0.236
O -1.119 -1.042 2.450
H -1.139 -1.165 3.405
H -0.453 -1.647 2.108
O 1.048 -2.282 -1.314
H 0.072 -2.207 -1.522
H 1.195 -3.107 -1.801
*
```